# 1
Entry from OMol25: one molecule with the formula C17H25N3O2S2 in a non-equilibrium geometry (wB97M-V/def2-TZVPD).

The geometry in XYZ format:
```
49
Properties=species:S:1:pos:R:3:nbo_charge:R:1
C 1.18679 -1.27325 1.78107 -0.43
N 2.26614 -0.31851 1.80543 -0.66
C 1.94656 0.96007 2.39104 -0.43
S 3.14592 -0.23654 0.40554 2.45
O 3.45468 -1.56637 -0.00675 -0.94
O 4.20851 0.69637 0.62475 -0.95
N 2.06765 0.41799 -0.70924 -0.88
C 2.09508 -0.10063 -2.06547 -0.22
C 0.69353 -0.05717 -2.67739 -0.24
C 0.68397 -0.44431 -4.15573 -0.40
C -0.75351 -0.42566 -4.67714 -0.42
C -1.64898 -1.32027 -3.80800 -0.21
N -1.60521 -1.00106 -2.39426 -0.44
C -2.35836 0.19131 -2.03447 -0.26
C -2.29227 0.43249 -0.56557 -0.14
C -1.82297 1.52660 0.07658 -0.28
C -1.85065 1.40627 1.49713 -0.01
C -1.44008 2.31793 2.47127 -0.22
C -1.53192 1.97388 3.80151 -0.23
C -2.03176 0.72998 4.18605 -0.20
C -2.45016 -0.18673 3.24351 -0.22
C -2.35777 0.15676 1.90326 -0.21
S -2.80395 -0.82436 0.53353 0.41
C -0.23629 -1.01272 -1.91798 -0.24
H 0.95420 -1.58053 2.80085 0.21
H 1.52771 -2.13087 1.20840 0.23
H 0.28406 -0.85712 1.32148 0.19
H 1.07918 1.42636 1.90934 0.18
H 1.72892 0.82538 3.45072 0.21
H 2.82165 1.59416 2.27696 0.23
H 2.13234 1.42368 -0.67289 0.40
H 2.80309 0.45375 -2.69460 0.19
H 2.44213 -1.13201 -1.98534 0.23
H 0.31316 0.96537 -2.57342 0.19
H 1.30444 0.24231 -4.73636 0.21
H 1.10017 -1.44833 -4.26486 0.20
H -1.13302 0.59860 -4.66489 0.19
H -0.78570 -0.77895 -5.70875 0.21
H -2.68594 -1.26006 -4.14693 0.20
H -1.31837 -2.35879 -3.90862 0.19
H -2.01550 1.10587 -2.54746 0.18
H -3.39854 0.01067 -2.33125 0.22
H -1.46164 2.40441 -0.43053 0.22
H -1.05604 3.28266 2.17341 0.21
H -1.21434 2.67443 4.55923 0.22
H -2.09406 0.48302 5.23500 0.22
H -2.84042 -1.14966 3.53350 0.22
H -0.22007 -0.76325 -0.85769 0.23
H 0.13771 -2.03487 -2.02845 0.20
```

Values from the calculation:
Calculated total energy: -1773.91339 a.u.
LUMO: 0.021 Eh
Gap between HOMO and LUMO: 8.98 eV
SMILES string: CN(C)S(=O)(=O)NC[C@H]1CCCN(Cc2cc3ccccc3s2)C1
Energy above the lowest of the compared OMol25 structures with the same formula, charge and spin: 2.019 eV

***

# 2
Entry from OMol25: one molecule with the formula C17H25N3O4S in a non-equilibrium geometry (wB97M-V/def2-TZVPD).

The geometry in XYZ format:
```
50
Properties=species:S:1:pos:R:3:nbo_charge:R:1
C 1.73072 0.24713 5.16768 -0.60
C 1.51709 -0.49610 3.85388 -0.41
C 2.84662 -0.83250 3.18142 -0.39
C 2.68622 -1.42265 1.77927 -0.41
C 1.92556 -2.75305 1.71645 -0.22
C 2.55387 -3.86929 2.56257 -0.40
C 3.98657 -4.23120 2.18660 -0.61
C 1.77289 -3.20562 0.25344 -0.22
N 0.85048 -2.37014 -0.48208 -0.63
C -0.44955 -2.68045 -0.59876 0.67
O -0.93979 -3.73475 -0.24711 -0.64
C -1.30012 -1.57211 -1.23318 -0.51
C -1.72764 -0.57044 -0.17468 -0.63
S -0.50209 0.76096 0.06572 2.17
O -0.42658 1.09131 1.46203 -0.94
O 0.73944 0.45173 -0.60091 -0.95
C -1.18166 2.19856 -0.77954 -0.36
C -1.28336 3.40009 -0.14874 -0.13
C -1.73571 4.56814 -0.81730 -0.20
C -2.08567 4.55716 -2.13509 -0.16
C -1.99327 3.32731 -2.81777 0.04
N -2.26198 2.97752 -4.06195 -0.05
O -2.00173 1.68310 -4.15024 -0.08
N -1.56912 1.14803 -3.01222 -0.10
C -1.53902 2.13408 -2.13613 0.12
H 0.77704 0.47126 5.63984 0.21
H 2.32257 -0.35331 5.85668 0.20
H 2.25522 1.18449 4.99503 0.20
H 0.91739 0.11921 3.18033 0.22
H 0.96184 -1.41433 4.05508 0.19
H 3.41504 -1.51514 3.81677 0.19
H 3.43085 0.08722 3.09146 0.20
H 2.15534 -0.68968 1.16795 0.21
H 3.67689 -1.55863 1.33913 0.20
H 0.91222 -2.59065 2.09958 0.21
H 2.52763 -3.57216 3.61219 0.20
H 1.92776 -4.75942 2.46445 0.21
H 4.04682 -4.56936 1.15564 0.20
H 4.65207 -3.38178 2.31421 0.20
H 4.34190 -5.03589 2.82692 0.21
H 2.73751 -3.18310 -0.25838 0.19
H 1.36835 -4.22043 0.22428 0.23
H 1.13773 -1.42059 -0.68375 0.43
H -0.75115 -1.05875 -2.02212 0.25
H -2.18446 -2.04460 -1.66341 0.25
H -1.85460 -1.03099 0.80289 0.27
H -2.64351 -0.05060 -0.44584 0.25
H -1.00416 3.44859 0.89264 0.25
H -1.79165 5.48652 -0.25378 0.23
H -2.42173 5.43728 -2.65745 0.24
```

Values from the calculation:
Calculated total energy: -1526.12662 a.u.
LUMO: -0.052 Eh
Gap between HOMO and LUMO: 7.89 eV
SMILES string: CCCC[C@H](CC)CNC(=O)CCS(=O)(=O)c1cccc2nonc12
Energy above the lowest of the compared OMol25 structures with the same formula, charge and spin: 4.310 eV

***

# 3
Entry from OMol25: C17H25N4O9P2Pr as an isolated structure in a non-equilibrium geometry (wB97M-V/def2-TZVPD).

The geometry in XYZ format:
```
58
Properties=species:S:1:pos:R:3:mulliken_charge:R:1
Pr -0.25847 -0.28534 0.09991 0.49
P -2.79373 0.21826 -1.01708 0.38
C -2.37704 0.64705 -2.63583 -0.62
C -1.03900 1.01842 -3.03518 1.03
N 0.06526 0.71682 -2.24568 0.16
C 1.29677 1.09288 -2.67293 0.73
C 1.47622 1.84333 -3.83284 -0.69
C 0.37602 2.16488 -4.62407 -0.65
C -0.87163 1.73748 -4.23537 -0.88
C 2.53234 0.74948 -1.82261 -1.29
P 2.36469 -0.74552 -0.75512 0.82
H -1.77374 1.97710 -4.80217 0.48
H 2.48218 2.16715 -4.10334 0.54
H 0.49271 2.75593 -5.53291 0.46
H 3.43009 0.61732 -2.44664 0.59
H 2.77050 1.58824 -1.14532 0.45
H -2.37802 -1.55056 -4.29862 0.30
H -3.15434 0.81335 -3.39362 0.46
H -0.84883 -3.80198 -2.95289 0.31
O -2.15148 -2.48407 -4.47299 -0.56
H -2.74495 -2.71034 -5.22009 0.32
H -0.33802 -2.54805 -0.00143 -0.06
O -0.45685 -4.23786 -2.16365 -0.61
H 0.31713 -3.69946 -1.93134 0.25
C 2.79270 -2.12259 -1.86155 -1.29
H 3.82507 -2.08217 -2.23827 0.42
H 2.64291 -3.06021 -1.30297 0.40
H 2.09358 -2.12267 -2.71311 0.37
C 3.62944 -0.65041 0.54572 -1.15
H 3.53498 -1.56358 1.15822 0.40
H 4.66047 -0.57088 0.16967 0.43
H 3.40525 0.21701 1.19158 0.34
C -3.32251 1.62368 0.02008 -1.12
H -4.31623 1.96224 -0.31470 0.51
H -3.36374 1.35417 1.08742 0.32
H -2.60996 2.45846 -0.07995 0.38
C -3.74994 -1.29029 -0.67812 -1.15
H -3.86207 -1.45708 0.40571 0.38
H -4.74859 -1.23577 -1.13853 0.48
H -3.20686 -2.16487 -1.07614 0.38
O 1.72460 1.00542 7.52640 -0.57
N 0.98460 0.20265 6.91855 1.00
O 0.50357 -0.80815 7.47265 -0.57
C 0.67655 0.46304 5.52690 -0.70
C 1.20901 1.59887 4.91033 -0.27
C 0.88268 1.85723 3.58054 -0.67
C -0.04858 1.03083 2.88264 0.93
O -0.41256 1.33785 1.67508 -0.70
C -0.53171 -0.16641 3.54975 0.39
C -0.16292 -0.44455 4.86989 -0.40
N -1.40981 -1.15349 2.93262 0.75
O -1.75844 -2.15570 3.53800 -0.47
O -1.85586 -0.95225 1.71773 -0.53
N 1.50839 2.99025 2.89350 0.99
O 2.21803 3.77153 3.57415 -0.56
O 1.33305 3.15359 1.67139 -0.57
H 1.85626 2.25951 5.47130 0.70
H -0.53917 -1.32979 5.35531 0.72
```

Values from the calculation:
Spin multiplicity: 3
Calculated total energy: -2757.72480 a.u.
LUMO (spin up / spin down): -0.385 / -0.385 Eh
Charge: +2
Gap between HOMO and LUMO (spin up / spin down): 3.67 / 3.38 eV

***

# 4
Entry from OMol25: C17H25NO2 as an isolated structure in a non-equilibrium geometry (wB97M-V/def2-TZVPD).

The geometry in XYZ format:
```
45
Properties=species:S:1:pos:R:3:nbo_charge:R:1
C -3.11977 -2.84111 -3.24548 -0.59
C -3.19675 -1.98647 -2.12260 0.02
C -2.95767 -0.71997 -2.22090 -0.22
C -2.90243 0.20553 -1.02438 0.32
C -3.10396 -0.22383 0.11493 -0.36
C -3.31050 -1.70135 0.38825 -0.21
C -3.29352 -2.45586 -0.62578 -0.21
H -3.41387 -3.63090 -0.86628 0.19
H -3.44656 -2.24625 1.20006 0.21
H -3.18823 0.20611 1.13818 0.22
O -2.56212 1.30870 -1.18153 -0.46
C -2.35693 2.30957 -0.17092 -0.09
C -1.15790 2.42438 0.51452 -0.40
C -0.01479 2.44315 -0.32431 -0.48
C 1.37894 2.22046 0.21000 0.65
O 2.06249 3.02729 0.99981 -0.68
N 1.53950 1.01511 0.34781 -0.54
H 0.97681 0.27589 -0.07200 0.39
C 2.71997 0.18132 0.81174 -0.08
C 2.37317 -0.75320 2.13922 -0.37
C 3.69617 -1.25795 2.62220 -0.41
C 4.57172 -2.08301 1.83496 -0.35
C 4.89982 -1.12434 0.59393 -0.39
C 3.66428 -0.48739 0.06208 -0.40
H 4.05476 0.15784 -1.13380 0.20
H 3.01261 -1.24831 -0.62971 0.18
H 5.46271 -0.01168 0.99032 0.19
H 5.50940 -1.67353 -0.25249 0.23
H 3.98911 -2.79159 1.35962 0.19
H 5.33700 -2.34681 2.19996 0.19
H 4.20846 -0.57801 3.10252 0.21
H 3.39521 -1.94054 3.36335 0.21
H 1.73538 -0.21957 2.76767 0.22
H 1.79415 -1.36803 1.59075 0.18
H 3.35171 1.19586 1.37653 0.22
H -0.14489 1.75378 -1.26297 0.22
H 0.04743 3.61429 -0.75656 0.23
H -1.14368 1.15329 1.23065 0.12
H -1.10738 2.86711 1.47751 0.28
H -3.23854 2.12336 0.72102 0.20
H -2.71517 3.42739 -0.41658 0.22
H -2.57976 -0.23123 -2.81088 0.16
H -3.98087 -3.10151 -3.47915 0.20
H -2.63192 -2.12828 -4.09568 0.21
H -2.30760 -3.76011 -3.19501 0.21
```

Values from the calculation:
Calculated total energy: -867.37237 a.u.
LUMO: 0.019 Eh
Gap between HOMO and LUMO: 8.83 eV
Energy above the lowest of the compared OMol25 structures with the same formula, charge and spin: 18.855 eV

***

# 5
Entry from OMol25: C17H25NO3 as an isolated structure in a non-equilibrium geometry (wB97M-V/def2-TZVPD).

The geometry in XYZ format:
```
46
Properties=species:S:1:pos:R:3:nbo_charge:R:1
C -5.47614 -2.65256 -0.10672 -0.27
H -4.94699 -3.09133 0.71651 0.20
O -5.32388 -1.15426 -0.19452 -0.46
C -4.21319 -0.67342 -0.09260 0.41
C -3.02864 -1.48300 -0.16487 -0.38
C -1.92539 -0.66548 0.13905 -0.09
C -1.99131 0.67634 0.32040 -0.33
C -3.14658 1.49623 -0.02016 0.35
C -4.35498 0.77986 -0.11076 -0.36
H -5.22879 1.18370 -0.06902 0.21
O -3.11079 3.03247 0.19268 -0.52
C -4.35377 3.66855 0.04154 -0.21
H -3.93009 4.43506 0.10829 0.17
H -4.87867 3.40460 1.02300 0.17
H -4.80220 3.40234 -0.92227 0.18
H -1.08192 1.36604 0.40780 0.22
C -0.56454 -1.52717 0.20512 0.75
O -0.60040 -2.55646 0.66691 -0.54
N 0.59488 -0.62412 -0.39034 -0.69
H 0.36455 0.23413 -0.60775 0.39
C 1.75658 -1.35691 -0.43162 -0.04
C 2.32551 -1.16692 1.21147 -0.44
C 2.70954 0.26448 1.64059 -0.42
H 2.40507 0.22663 2.82246 0.23
C 4.16830 0.78774 1.21281 -0.24
H 4.82933 0.17315 2.24925 0.13
H 4.21581 1.51254 1.61618 0.14
C 4.92394 0.44835 0.11493 -0.45
H 5.85788 0.52873 0.38280 0.23
C 4.40712 0.96360 -1.02819 -0.36
C 2.94723 0.78949 -1.56829 -0.36
H 2.21029 1.18950 -1.00002 0.18
H 2.82795 1.12151 -2.50443 0.19
C 2.58119 -0.94765 -1.55748 -0.40
H 3.48985 -1.46459 -1.62413 0.21
H 2.04640 -0.83432 -2.38677 0.21
H 5.06562 0.74509 -2.09816 0.20
H 4.45196 2.10231 -0.68425 0.19
H 4.84846 -0.74621 -0.00090 0.16
H 1.92643 0.98548 1.19806 0.19
H 1.81828 -1.83602 1.88477 0.23
H 3.22120 -1.77980 1.30696 0.19
H 1.52507 -2.46545 -0.48603 0.21
H -3.02822 -2.52125 -0.01071 0.24
H -5.10568 -2.99391 -1.13427 0.19
H -6.42627 -2.97708 -0.26734 0.20
```

Values from the calculation:
Calculated total energy: -942.71579 a.u.
LUMO: 0.026 Eh
Gap between HOMO and LUMO: 8.77 eV
Energy above the lowest of the compared OMol25 structures with the same formula, charge and spin: 16.564 eV